(1)
69
Properties=species:S:1:pos:R:3 method="wB97M-V/def2-TZVPD" total_charge=+3 e_lumo_ev=-9.89 gap_ev=6.26 e_tot_ha=-3020.1145
Rh 0.1110 -0.8063 0.6515
S 0.5280 2.3586 0.6569
S 2.0720 -1.7331 -0.2249
S 0.1070 -2.6503 2.0046
P -1.2357 -1.9198 -0.6939
O -1.5796 0.0258 1.4650
O 0.0675 2.2206 2.0039
O 1.0133 1.0668 0.0280
O -2.2318 0.4214 -0.5982
N -2.2136 -2.4809 -3.1337
N -0.3873 -3.2066 4.5002
N -3.5003 -3.2444 -1.2393
N -1.1869 -1.1505 3.8663
N -0.7123 2.8384 -0.2424
N -1.5038 -4.4390 -1.9113
C 3.1234 5.2344 1.4824
C 1.8321 3.4811 0.5157
C 3.2971 -1.3232 1.0316
C 3.5080 4.5642 -0.7959
C 2.6551 -0.7192 -1.5941
C 4.8921 6.4358 0.1716
C 2.1231 4.2893 1.6121
C -2.0299 3.2307 0.2948
C 2.5178 3.6074 -0.6924
C -1.6021 -3.7521 -3.2820
C -0.6100 -3.6680 -0.9899
C -2.1973 0.7664 0.5824
C -2.7376 2.0834 1.0659
C -2.9497 -2.3847 -0.2001
C -2.9233 -4.5373 -1.3263
C -1.3942 -1.4678 -2.4849
C -0.5665 -2.2704 3.5837
C 3.8248 5.3920 0.2854
C -3.5527 -2.5989 -2.5551
H 3.3651 5.8680 2.3262
H -0.5501 -4.2150 -0.0494
H -2.8436 -5.0157 -0.3509
H -2.5542 2.1696 2.1320
H 1.5793 4.1744 2.5393
H -3.8113 2.1381 0.8852
H -3.9966 -1.6102 -2.4580
H 5.6455 6.2997 0.9486
H -3.4935 -5.1722 -2.0044
H 4.4653 7.4297 0.3150
H 2.2843 2.9697 -1.5368
H -4.1760 -3.1988 -3.2183
H -0.5928 -3.6768 -3.6848
H 0.3891 -3.6319 -1.4274
H -1.9611 4.1113 0.9317
H -2.9171 -2.9069 0.7582
H 2.8402 0.2946 -1.2512
H 0.1352 -4.0437 4.2945
H -1.3886 -0.4598 3.1449
H -0.7057 -3.0865 5.4515
H -1.5138 -0.9686 4.8053
H 3.0969 -1.9411 1.9026
H -1.1229 -5.3816 -2.0332
H -3.5668 -1.4975 -0.0984
H -0.4792 3.1567 -1.1725
H -2.2040 -4.4051 -3.9140
H 3.2391 -0.2646 1.2808
H -1.8633 -0.4934 -2.5728
H 4.2781 -1.5626 0.6245
H 5.3835 6.4089 -0.7977
H -2.6133 3.4950 -0.5833
H -0.4063 -1.4286 -2.9493
H 1.8911 -0.7151 -2.3689
H 3.5630 -1.1800 -1.9785
H 4.0465 4.6761 -1.7278

(2)
11
Properties=species:S:1:pos:R:3 method="wB97M-V/def2-TZVPD" total_charge=0 e_lumo_ev=0.50 gap_ev=12.48 smiles=FCC(F)F.O relative_energy_kj_mol=88.68 e_tot_ha=-454.0227
F 0.0000 0.0000 0.0000
F -2.2922 1.0816 1.3441
F -2.1339 2.0220 -0.7581
O 1.8608 4.7532 0.1821
C -0.1387 1.2954 0.4047
C -1.5556 1.8629 0.5068
H 1.8395 5.0205 1.1288
H 1.4966 5.5281 -0.3028
H 0.3126 1.3320 1.4149
H 0.5163 1.8707 -0.2776
H -1.5106 2.8480 1.0142

(3)
16
Properties=species:S:1:pos:R:3 method="wB97M-V/def2-TZVPD" total_charge=0 e_lumo_ev=0.37 gap_ev=9.27 smiles=CSS.NCN relative_energy_kj_mol=21.86 e_tot_ha=-988.0666
S 0.1617 1.9005 -0.9065
S -0.0790 0.0873 -1.8743
N 1.6778 -1.4834 1.8919
N -0.4485 -0.2871 2.3726
C 0.3865 -1.5088 2.4864
C -1.7724 -0.3862 -1.3671
H -2.3821 -0.6441 -2.2224
H -0.2351 -2.2993 2.0665
H 2.3295 -0.9842 2.4795
H -1.7303 -1.2375 -0.6864
H -0.5891 -0.1479 1.3815
H 0.0433 0.5104 2.7566
H 1.6743 -1.0890 0.9611
H -2.1906 0.4694 -0.8471
H -0.5984 2.6646 -1.7070
H 0.5239 -1.7054 3.5436

(4)
57
Properties=species:S:1:pos:R:3 method="wB97M-V/def2-TZVPD" total_charge=-1 e_lumo_ev=1.17 gap_ev=5.96 relative_energy_kj_mol=0.00 e_tot_ha=-2891.7760
Ba 1.1884 1.0570 0.7070
S 1.5185 -6.3046 4.7826
S 2.6142 3.4137 0.6948
S 4.1281 2.0672 0.6903
O 1.7596 3.1184 -0.5370
O 1.7219 3.0533 1.8763
O -3.0541 0.7009 -0.0357
O -0.9486 0.2861 0.6667
O 0.1548 0.9971 -1.6482
O 3.0108 4.7998 0.7351
N 1.1873 -1.9276 0.6450
N 0.9249 -5.9611 3.3283
N 2.4082 -0.6961 2.7370
N 2.1494 -4.8812 5.1852
C -1.6658 5.5257 -1.8182
C 0.9515 -3.9747 1.8417
C 3.0521 -2.0114 5.0811
C -3.3181 0.6249 -2.9694
C -1.9672 0.4610 -2.6767
C 3.0486 -0.0628 3.7139
C 3.3958 -0.6919 4.9103
C 0.0421 -3.7787 -0.3512
C 0.5292 -2.4729 -0.3698
C 1.2549 -4.7069 3.0846
C -1.3055 4.7733 -2.9319
C -3.9138 -0.1286 -3.9700
C 1.3796 -2.6635 1.7438
C 0.2650 -4.5402 0.7725
C -1.5051 2.7470 -1.6355
C -1.8416 0.6783 -0.1740
C 2.0940 -1.9873 2.8971
C -1.9528 4.8879 -0.6215
C -1.8259 -1.2218 -4.4190
C -3.1732 -1.0609 -4.6988
C 2.3862 -2.6789 4.0565
C 1.9568 -4.0869 4.1489
C -1.8758 3.5023 -0.5321
C -1.2282 3.3931 -2.8381
C -1.2305 -0.4574 -3.4123
C -1.2818 1.2401 -1.5448
H 3.9189 -0.1367 5.6774
H -2.1035 3.0210 0.4101
H -2.2207 5.4616 0.2568
H -3.6464 -1.6463 -5.4792
H -0.5006 -4.1648 -1.2037
H 3.2879 -2.5424 5.9957
H -3.8993 1.3361 -2.3957
H 0.6424 1.8570 -1.6593
H -1.2235 -1.9279 -4.9799
H 0.3646 -1.8328 -1.2331
H 3.2943 0.9769 3.5055
H -4.9683 0.0119 -4.1816
H -0.1747 -0.5526 -3.2073
H -0.0839 -5.5638 0.8415
H -0.9392 2.8069 -3.7045
H -1.7106 6.6058 -1.8852
H -1.0716 5.2584 -3.8718

(5)
8
Properties=species:S:1:pos:R:3 method="wB97M-V/def2-TZVPD" total_charge=-1 e_lumo_ev=2.15 gap_ev=6.32 relative_energy_kj_mol=189.27 e_tot_ha=-920.5455
S 2.6902 -0.6444 0.2919
F -1.7997 0.0597 1.2847
F -1.8429 -1.8578 -0.9985
F -1.2326 1.0582 -0.6070
O 1.4260 1.1135 -0.8889
N 1.3978 0.1823 -0.1073
N 0.2580 -0.1759 0.6251
C -0.8969 0.2644 0.3999

(6)
42
Properties=species:S:1:pos:R:3 method="wB97M-V/def2-TZVPD" total_charge=0 e_lumo_ev=0.35 gap_ev=9.35 smiles="CC1(C)OC(=O)C(F)(Cc2ccccc2)C(=O)O1.Clc1cccc(Cl)n1" relative_energy_kj_mol=23.54 e_tot_ha=-2071.4879
Cl 1.0287 -3.9458 2.2425
Cl 2.4052 -0.7175 -1.4740
F -0.6113 0.5685 -0.4177
O -2.9005 1.0860 -2.4877
O -2.4336 2.2159 1.7609
O -3.2096 -0.5787 -1.0025
O -3.1407 0.1575 1.2803
N 1.9632 -2.5791 0.2801
C 2.7590 3.2545 -0.2718
C 4.2056 -2.5711 -0.5686
C 3.6108 -4.0038 1.2747
C 4.5329 -3.6432 0.2799
C -3.2363 -0.9956 0.3991
C 1.8932 3.1451 0.8459
C -2.4577 1.2942 0.9741
C 2.8937 -2.0638 -0.5184
C -2.1014 -1.9657 0.6701
C -2.7119 0.6074 -1.3811
C -4.6511 -1.5548 0.6029
C 2.2589 3.2683 -1.5845
C 0.5254 2.9542 0.6290
C 2.3068 -3.4831 1.1830
C 0.0335 2.9818 -0.6732
C 0.8881 3.0795 -1.7742
C -1.4282 2.7373 -0.8421
C -1.7735 1.3196 -0.3936
H 3.8317 -4.6652 2.1050
H -4.8340 -2.4277 -0.0301
H -4.7821 -1.8223 1.6524
H -1.6735 2.7297 -1.8951
H -2.1563 -2.8352 -0.0097
H 3.8210 3.4484 -0.0942
H -2.0646 3.4955 -0.3627
H 2.2766 3.2148 1.8793
H -5.3609 -0.7607 0.3423
H -2.1846 -2.3066 1.7138
H -0.1831 2.7392 1.4484
H 4.9109 -2.0863 -1.2473
H -1.1228 -1.4849 0.5209
H 5.4834 -4.1642 0.1636
H 2.9152 3.4240 -2.4536
H 0.4741 2.9338 -2.7662

(7)
76
Properties=species:S:1:pos:R:3 method="wB97M-V/def2-TZVPD" total_charge=0 e_lumo_ev=0.37 gap_ev=10.42 e_tot_ha=-3234.5118
F 3.0564 -0.7794 0.6373
F 3.2939 -6.3932 3.6479
F 4.2626 -0.9550 -2.2606
F 2.9566 -5.6306 -1.2202
F 0.7897 -5.0594 0.8814
F 3.6663 -3.6876 -2.5321
F 1.0938 -4.6341 -1.4669
F 2.0378 -3.3537 1.2815
F 3.6803 -4.2785 3.4629
F 1.6729 -5.0102 3.4936
F 2.0959 4.5841 0.4129
F 4.4952 0.4653 -0.3572
F 4.1018 -3.0789 -0.5185
F 1.7515 -2.2445 -2.9608
F 2.6851 -6.7798 1.3038
F 1.1471 -1.9419 -0.9376
F 4.2803 -5.3415 1.1848
F 2.4681 0.0832 -2.7324
O 1.2621 7.1293 2.0030
O 1.2237 -0.3302 3.5761
O -0.0133 4.3038 -0.0772
O -0.1171 1.3660 3.0020
O 0.4295 -0.0892 1.4577
O -1.2598 0.3332 0.1148
N -3.8787 2.5444 2.9439
C -4.7851 0.6477 -2.2237
C 0.8304 1.1938 -0.5307
C -2.1837 0.6045 -2.2021
C -2.0298 1.1662 -0.7646
C 2.2376 -2.0373 -1.7167
C -3.5559 0.9144 -4.3671
C 0.6915 3.2367 1.9028
C 2.0310 -4.5616 0.6999
C -0.1333 0.9790 0.6774
C 3.0297 -0.6867 -1.7855
C 3.1922 0.0557 -0.4174
C -2.9496 0.3519 2.5666
C 2.3464 1.3175 -0.2211
C 0.6029 0.2080 2.7744
C 0.8427 4.0941 0.6533
C 2.9014 -5.2653 3.0736
C -0.3495 2.0646 1.7656
C -3.4703 1.2308 -2.8414
C -1.7339 2.7495 1.9733
C 2.9843 -5.4885 1.5098
C 3.0943 -3.2995 -1.3758
C 2.2787 -4.5304 -0.8513
C -2.8853 1.8904 2.5272
C -2.2552 -0.9463 -2.1969
H 1.6420 2.7833 2.2391
H 0.4243 3.9270 2.7218
H -4.9187 0.9527 -1.1706
H -4.6026 1.9128 3.2874
H -1.3330 0.9996 -2.7954
H 0.5871 0.4150 -1.2659
H -2.9161 -1.2392 -1.3611
H -3.7970 0.0249 3.1963
H -3.7457 -0.1600 -4.5309
H -2.0588 -0.1411 2.9776
H 1.7901 7.9130 1.8145
H 2.7606 2.0746 -0.9125
H 0.5263 2.1375 -1.0200
H -1.6867 2.2131 -0.8337
H -4.4306 1.4317 -4.8014
H -2.7046 -1.3504 -3.1143
H 2.5868 1.6960 0.7846
H -3.5023 2.3297 -2.7083
H -1.6896 3.6516 2.6009
H -3.0506 1.2192 -0.3315
H -5.6257 1.1113 -2.7735
H 1.8375 6.3967 1.7553
H -3.1962 -0.0115 1.5529
H -4.8686 -0.4403 -2.3569
H -2.0672 3.1176 0.9850
H -1.2345 -1.3245 -2.0276
H -2.6392 1.2483 -4.8813

(8)
26
Properties=species:S:1:pos:R:3 method="wB97M-V/def2-TZVPD" total_charge=0 e_lumo_ev=0.97 gap_ev=9.86 smiles=CCc1ccccc1.CC relative_energy_kj_mol=113.94 e_tot_ha=-390.5925
C 2.8402 1.8688 -0.8820
C -2.4339 -0.6986 -0.7001
C 1.1618 -0.9160 1.5879
C -0.9509 0.2088 1.1667
C -1.1454 -0.5407 0.0329
C -0.1187 -1.4517 -0.4009
C -3.1268 -2.0198 -0.1999
C 0.2222 -0.0110 1.9527
C 1.7352 2.9152 -0.7464
C 1.0066 -1.6130 0.3556
H 2.0251 -1.1383 2.2436
H 1.3585 3.0477 0.3006
H 2.5852 0.8227 -1.0149
H 3.5440 1.7398 -0.0267
H 1.7938 -2.3154 0.1458
H 0.8685 2.5496 -1.3052
H -2.5124 -2.9030 -0.3745
H -1.6869 0.9629 1.4384
H 3.4211 2.1623 -1.7793
H -3.9300 -2.1110 -0.9438
H -2.2204 -1.0785 -1.6875
H 2.1326 3.9014 -0.9147
H -3.4200 -2.0483 0.8312
H -3.2066 0.0520 -0.6138
H 0.3632 0.7192 2.7926
H -0.3060 -2.1048 -1.2581

Please write out number 1 again, unchanged.
69
Properties=species:S:1:pos:R:3 method="wB97M-V/def2-TZVPD" total_charge=+3 e_lumo_ev=-9.89 gap_ev=6.26 e_tot_ha=-3020.1145
Rh 0.1110 -0.8063 0.6515
S 0.5280 2.3586 0.6569
S 2.0720 -1.7331 -0.2249
S 0.1070 -2.6503 2.0046
P -1.2357 -1.9198 -0.6939
O -1.5796 0.0258 1.4650
O 0.0675 2.2206 2.0039
O 1.0133 1.0668 0.0280
O -2.2318 0.4214 -0.5982
N -2.2136 -2.4809 -3.1337
N -0.3873 -3.2066 4.5002
N -3.5003 -3.2444 -1.2393
N -1.1869 -1.1505 3.8663
N -0.7123 2.8384 -0.2424
N -1.5038 -4.4390 -1.9113
C 3.1234 5.2344 1.4824
C 1.8321 3.4811 0.5157
C 3.2971 -1.3232 1.0316
C 3.5080 4.5642 -0.7959
C 2.6551 -0.7192 -1.5941
C 4.8921 6.4358 0.1716
C 2.1231 4.2893 1.6121
C -2.0299 3.2307 0.2948
C 2.5178 3.6074 -0.6924
C -1.6021 -3.7521 -3.2820
C -0.6100 -3.6680 -0.9899
C -2.1973 0.7664 0.5824
C -2.7376 2.0834 1.0659
C -2.9497 -2.3847 -0.2001
C -2.9233 -4.5373 -1.3263
C -1.3942 -1.4678 -2.4849
C -0.5665 -2.2704 3.5837
C 3.8248 5.3920 0.2854
C -3.5527 -2.5989 -2.5551
H 3.3651 5.8680 2.3262
H -0.5501 -4.2150 -0.0494
H -2.8436 -5.0157 -0.3509
H -2.5542 2.1696 2.1320
H 1.5793 4.1744 2.5393
H -3.8113 2.1381 0.8852
H -3.9966 -1.6102 -2.4580
H 5.6455 6.2997 0.9486
H -3.4935 -5.1722 -2.0044
H 4.4653 7.4297 0.3150
H 2.2843 2.9697 -1.5368
H -4.1760 -3.1988 -3.2183
H -0.5928 -3.6768 -3.6848
H 0.3891 -3.6319 -1.4274
H -1.9611 4.1113 0.9317
H -2.9171 -2.9069 0.7582
H 2.8402 0.2946 -1.2512
H 0.1352 -4.0437 4.2945
H -1.3886 -0.4598 3.1449
H -0.7057 -3.0865 5.4515
H -1.5138 -0.9686 4.8053
H 3.0969 -1.9411 1.9026
H -1.1229 -5.3816 -2.0332
H -3.5668 -1.4975 -0.0984
H -0.4792 3.1567 -1.1725
H -2.2040 -4.4051 -3.9140
H 3.2391 -0.2646 1.2808
H -1.8633 -0.4934 -2.5728
H 4.2781 -1.5626 0.6245
H 5.3835 6.4089 -0.7977
H -2.6133 3.4950 -0.5833
H -0.4063 -1.4286 -2.9493
H 1.8911 -0.7151 -2.3689
H 3.5630 -1.1800 -1.9785
H 4.0465 4.6761 -1.7278